No. 1
DFT (the ωB97M-V functional and the def2-TZVPD basis) results for a single C5H5Cl molecule in a non-equilibrium geometry.

Atoms and positions in Å:
H -1.771 1.645 -0.673
C -0.968 0.854 -0.335
H -2.244 -1.064 -0.523
C -1.217 -0.653 -0.290
H 0.903 2.123 0.227
C 0.873 -0.099 0.451
H 0.468 -2.226 -0.049
Cl 2.547 -0.021 -0.354
H 1.186 -0.464 1.526
C 0.229 1.145 0.109
C -0.007 -1.239 -0.091

Summary:
**Energy above the lowest of the compared OMol25 structures with the same formula, charge and spin**: 1.3039 eV
**LUMO**: 0.01660 hartree
**Gap between HOMO and LUMO**: 0.35172 Ha
**SMILES string**: ClC1C=CC=C1
**Spin multiplicity**: 1
**Electronic energy**: -653.6329 Ha

Mulliken atomic charge list, values in e, 2 entries:
1 H 0.27
2 C -0.20

No. 2
DFT (the ωB97M-V functional and the def2-TZVPD basis) results for a single C5H5Cl molecule in a non-equilibrium geometry.

Atoms and positions in Å:
C -0.936 -0.373 -0.468
H 1.993 1.174 0.134
C 0.090 0.608 -0.952
H -1.201 -1.550 1.386
Cl -2.522 -0.659 -1.234
H -0.411 1.565 -0.816
C -0.533 -0.898 0.730
C 0.697 -0.282 1.107
H 1.331 -0.542 1.966
H 0.362 0.505 -1.955
C 1.130 0.453 0.100

Summary:
**Energy above the lowest of the compared OMol25 structures with the same formula, charge and spin**: 0.4336 eV
**LUMO**: 0.03204 hartree
**Gap between HOMO and LUMO**: 0.34617 Ha
**SMILES string**: ClC1=CC=CC1
**Spin multiplicity**: 1
**Electronic energy**: -653.6648 Ha

Mulliken atomic charge list, values in e, 2 entries:
1 C 0.09
2 H 0.30

No. 3
DFT (the ωB97M-V functional and the def2-TZVPD basis) results for a single C5H5Cl molecule in a non-equilibrium geometry.

Atoms and positions in Å:
H -0.878 -1.848 -1.061
C -0.513 1.118 0.548
H -0.883 2.034 0.975
C -0.555 -0.911 -0.529
H 1.260 -1.351 0.623
H -2.397 0.161 -0.182
Cl 2.007 -0.652 -1.527
C -1.332 0.086 -0.102
H 1.640 1.242 0.880
C 0.778 0.744 0.517
C 0.872 -0.623 -0.144

Summary:
**Energy above the lowest of the compared OMol25 structures with the same formula, charge and spin**: 0.1901 eV
**LUMO**: 0.01924 hartree
**Gap between HOMO and LUMO**: 0.34855 Ha
**SMILES string**: ClC1C=CC=C1
**Spin multiplicity**: 1
**Electronic energy**: -653.6738 Ha

Mulliken atomic charge list, values in e, 2 entries:
1 H 0.32
2 C -0.35

No. 4
DFT (the ωB97M-V functional and the def2-TZVPD basis) results for C5H5Cl2CoNO4Ti as an isolated structure in a non-equilibrium geometry.

Atoms and positions in Å:
Ti 1.064 0.330 0.720
H -2.797 2.520 3.379
C -1.347 1.503 2.216
N -2.291 0.710 1.700
C 2.239 -0.676 -3.284
C 0.201 -1.278 0.296
O -0.118 1.274 1.969
O -0.360 -2.261 -0.057
C -1.759 2.665 3.061
H -1.718 3.594 2.469
Cl 0.427 1.084 -1.470
Co 0.833 0.332 -3.561
O 3.110 -1.363 -2.932
H -3.257 0.874 1.967
C 0.385 1.068 -5.079
Cl 3.211 -0.087 0.834
H -2.064 -0.033 1.040
H -1.118 2.775 3.941
O -0.053 1.838 -5.837

Summary:
**Energy above the lowest of the compared OMol25 structures with the same formula, charge and spin**: 0.0000 eV
**LUMO (alpha / beta)**: -0.67793 / -0.80042 hartree
**Total charge**: +4
**Gap between HOMO and LUMO (alpha / beta)**: 0.26476 / 0.14226 Ha
**⟨S²⟩**: 8.767
**Spin multiplicity**: 6
**Electronic energy**: -3699.9201 Ha

Mulliken atomic charge list, values in e, 2 entries:
1 Ti 1.09
2 H 0.39

No. 5
DFT (the ωB97M-V functional and the def2-TZVPD basis) results for C5H5Cl2NO5TiYb as an isolated structure in a non-equilibrium geometry.

Atoms and positions in Å:
O -0.610 -0.565 0.993
C -0.698 -0.384 3.343
N -1.615 -1.555 3.088
H -1.199 0.323 4.005
Yb -0.518 0.477 -3.446
C -0.411 0.169 2.021
O 3.182 2.372 0.073
C 2.171 1.783 -0.001
O 1.382 -1.901 -5.401
H 0.206 -0.732 3.856
Cl -1.006 2.087 -1.379
C 0.653 -1.146 -4.928
Cl 1.028 -0.744 -1.765
C 0.882 1.402 -5.205
H -2.530 -1.223 2.735
O 1.609 1.699 -6.054
H -1.796 -2.082 3.952
O 0.028 1.360 1.840
Ti 0.460 0.863 -0.112
H -1.217 -2.203 2.386

Summary:
**LUMO (alpha / beta)**: -0.59970 / -0.67842 hartree
**Total charge**: +4
**Gap between HOMO and LUMO (alpha / beta)**: 0.29825 / 0.27333 Ha
**⟨S²⟩**: 2.005
**Spin multiplicity**: 3
**Electronic energy**: -3551.4413 Ha

Mulliken atomic charge list, values in e, 2 entries:
1 O -0.69
2 C -0.53

No. 6
DFT (the ωB97M-V functional and the def2-TZVPD basis) results for a single C5H5Cl2NS molecule in a non-equilibrium geometry.

Atoms and positions in Å:
Cl 1.742 -1.614 -1.321
Cl 1.787 1.212 -1.972
C 0.051 0.111 -0.050
C 1.550 0.072 -0.613
S -0.494 1.141 1.224
H -3.079 -0.910 -0.102
C -2.156 0.573 0.920
H -0.978 -1.454 -1.320
H -2.927 1.092 1.590
H 3.302 0.252 0.357
N 2.379 0.425 0.463
H 2.006 0.233 1.319
C -0.963 -0.742 -0.511
C -2.219 -0.390 0.016

Summary:
**Energy above the lowest of the compared OMol25 structures with the same formula, charge and spin**: 0.8334 eV
**LUMO**: 0.02365 hartree
**Gap between HOMO and LUMO**: 0.35777 Ha
**SMILES string**: NC(Cl)(Cl)c1cccs1
**Spin multiplicity**: 1
**Electronic energy**: -1566.8194 Ha

Mulliken atomic charge list, values in e, 2 entries:
1 Cl -0.23
2 Cl -0.17

No. 7
DFT (the ωB97M-V functional and the def2-TZVPD basis) results for a single C5H5ClF2 molecule in a non-equilibrium geometry.

Atoms and positions in Å:
C 1.561 0.133 -0.596
C 1.009 0.996 0.321
F 1.270 -2.253 -0.677
H 0.341 -0.979 -1.919
H 1.407 1.850 0.597
H -0.535 0.856 1.899
H -1.540 -1.074 -0.036
H 2.436 0.103 -1.216
F -0.436 -1.580 1.364
C -0.614 -0.729 0.448
C 0.655 -1.008 -0.784
Cl -1.348 1.938 -0.358
C -0.396 0.740 0.708

Summary:
**Energy above the lowest of the compared OMol25 structures with the same formula, charge and spin**: 2.2492 eV
**LUMO**: 0.01463 hartree
**Gap between HOMO and LUMO**: 0.37801 Ha
**SMILES string**: F[C@@H]1[C@H](F)C=C[C@H]1Cl
**Spin multiplicity**: 1
**Electronic energy**: -853.3485 Ha

Mulliken atomic charge list, values in e, 2 entries:
1 C -0.32
2 C -0.87

No. 8
DFT (the ωB97M-V functional and the def2-TZVPD basis) results for a single C5H5ClFN molecule in a non-equilibrium geometry.

Atoms and positions in Å:
C -2.103 -0.015 0.497
H -0.408 1.317 0.594
H 0.150 -2.142 1.158
H -0.207 0.210 -1.636
H 1.601 0.151 -1.713
Cl -3.499 0.248 -0.494
C 0.746 0.329 -1.050
H 1.964 -0.653 0.384
C 0.618 1.123 0.218
N -1.307 -0.975 0.478
C 0.965 -0.363 0.206
F 1.598 1.950 0.619
C -0.118 -1.180 0.740

Summary:
**Energy above the lowest of the compared OMol25 structures with the same formula, charge and spin**: 3.6517 eV
**LUMO**: -0.00401 hartree
**Gap between HOMO and LUMO**: 0.28798 Ha
**Spin multiplicity**: 1
**Electronic energy**: -808.1742 Ha

Mulliken atomic charge list, values in e, 2 entries:
1 C -0.24
2 H 0.33

No. 9
DFT (the ωB97M-V functional and the def2-TZVPD basis) results for a single C5H5ClN2O2 molecule in a non-equilibrium geometry.

Atoms and positions in Å:
H 3.116 -0.086 1.032
Cl 0.434 2.396 -0.113
H -0.982 -2.112 0.376
O -2.789 1.516 0.568
C -0.470 -1.313 0.184
C -2.291 0.490 0.038
C 2.699 0.081 0.000
C -1.007 0.024 0.150
N 1.215 -0.168 -0.021
H -3.955 -0.139 -0.683
N 0.840 -1.466 0.159
H 2.941 1.235 -0.304
O -3.125 -0.471 -0.495
C 0.244 0.687 -0.018
H 3.130 -0.675 -0.871

Summary:
**Energy above the lowest of the compared OMol25 structures with the same formula, charge and spin**: 2.3570 eV
**LUMO**: 0.02185 hartree
**Gap between HOMO and LUMO**: 0.37559 Ha
**SMILES string**: Cn1ncc(C(=O)O)c1Cl
**Spin multiplicity**: 1
**Electronic energy**: -913.6575 Ha

Mulliken atomic charge list, values in e, 2 entries:
1 H 0.29
2 Cl -0.17

No. 10
DFT (the ωB97M-V functional and the def2-TZVPD basis) results for a 2-piece molecular cluster, C5H5ClN2O4 overall in a non-equilibrium geometry.

Atoms and positions in Å:
H 0.969 -2.106 0.339
Cl -2.262 2.542 -0.301
N -1.045 -0.885 -2.559
H 0.625 -3.022 1.881
N 0.460 2.327 -1.876
O -0.533 0.006 0.750
H -0.999 -0.860 2.535
H 0.792 -0.399 2.245
O 1.570 0.889 0.406
O 1.383 1.915 -2.543
H -0.802 -2.613 0.754
C 0.431 0.652 0.149
C 0.143 -2.217 1.276
C -0.620 0.030 -2.005
C -0.109 1.140 -1.220
C -0.064 -0.816 1.855
O 0.063 3.416 -1.686

Summary:
**Energy above the lowest of the compared OMol25 structures with the same formula, charge and spin**: 2.9383 eV
**LUMO (alpha / beta)**: -0.14147 / -0.14136 hartree
**Gap between HOMO and LUMO (alpha / beta)**: 0.24922 / 0.24957 Ha
**Spin multiplicity**: 1
**Electronic energy**: -1063.9301 Ha

Mulliken atomic charge list, values in e, 2 entries:
1 H 0.20
2 Cl -0.20

Question: Look up the spin multiplicity of the third one.
Answer: 1

Question: Look up the spin multiplicity of the sixth one.
Answer: 1

Question: Among the records above, which one has the lowest electronic energy?
Answer: C5H5Cl2CoNO4Ti